[1]
Formula: C23H30N3O4S2
Source: OMol25
Level of theory: the ωB97M-V functional and the def2-TZVPD basis

Output
LUMO energy in eV: 1.76
Relative energy (zero: lowest compared OMol25 entry of this formula, charge and spin) in kcal per mole: 0.00
HOMO energy in eV: -4.016

Geometry as ORCA input:
```
! wB97M-V def2-TZVPD RIJCOSX def2/J DEFGRID3
* xyz -1 1
O 0.392 -3.888 3.276
C 0.399 -3.985 2.030
O 1.131 -4.686 1.308
C -0.594 -3.070 1.259
C 0.232 -1.990 0.512
C -0.450 -0.616 0.682
S -1.788 -0.530 -0.552
C -3.131 0.234 0.309
S -2.933 1.701 1.010
N -4.397 -0.397 0.373
C -4.781 -0.816 1.720
C -6.134 -1.092 1.897
C -6.620 -1.515 3.125
C -5.722 -1.665 4.176
C -4.374 -1.387 4.011
C -3.896 -0.952 2.779
C -4.498 -1.560 -0.511
C -4.042 -2.822 -0.155
C -4.183 -3.891 -1.026
C -4.789 -3.698 -2.267
C -5.252 -2.438 -2.611
C -5.103 -1.361 -1.745
H -1.270 -2.614 1.986
H -1.194 -3.649 0.558
H 1.254 -1.957 0.872
H 0.168 -2.228 -0.545
H -0.841 -0.546 1.693
H 0.244 0.210 0.543
H -6.808 -0.962 1.062
H -7.672 -1.718 3.252
H -6.081 -2.017 5.135
H -3.675 -1.504 4.825
H -2.849 -0.722 2.664
H -3.580 -3.004 0.805
H -3.841 -4.873 -0.741
H -4.879 -4.543 -2.934
H -5.743 -2.306 -3.566
H -5.462 -0.372 -1.990
C 2.208 0.479 -1.697
O 1.409 -0.376 -2.022
N 2.449 1.612 -2.384
C 3.422 2.599 -1.938
C 1.708 1.846 -3.608
H 2.818 0.393 -0.780
H 2.915 3.554 -1.771
H 4.183 2.727 -2.695
H 3.890 2.278 -1.014
H 0.637 1.866 -3.398
H 1.898 1.040 -4.319
H 2.013 2.795 -4.044
C 6.565 4.490 -1.180
O 5.964 3.538 -1.641
N 7.647 4.398 -0.385
C 8.323 5.567 0.139
C 8.147 3.075 -0.044
H 6.260 5.532 -1.380
H 9.361 5.582 -0.200
H 8.307 5.551 1.230
H 7.828 6.472 -0.207
H 8.419 2.536 -0.952
H 7.373 2.506 0.470
H 9.018 3.168 0.600
*
```

Results of the Mulliken charge analysis, in e, for atoms 1 through 6: -0.766 0.186 -0.746 0.615 -0.799 -0.651

=====

[2]
Formula: C5H10N2O
Source: OMol25
Level of theory: the ωB97M-V functional and the def2-TZVPD basis

Output
Structure (SMILES): [H]/N=C(/C=C(C)C)ON
LUMO energy in eV: 0.79
Relative energy (zero: lowest compared OMol25 entry of this formula, charge and spin) in kcal per mole: 67.96
HOMO energy in eV: -9.489

Geometry as ORCA input:
```
! wB97M-V def2-TZVPD RIJCOSX def2/J DEFGRID3
* xyz 0 1
C -0.931 0.951 1.171
C -2.090 0.426 -1.018
C 1.669 0.027 -0.172
N 1.431 -2.057 0.888
C -0.799 0.456 -0.244
C 0.356 0.091 -0.833
O 1.688 -0.616 1.030
N 2.764 0.466 -0.684
H 0.413 -2.080 0.819
H 1.810 -2.281 -0.034
H 3.511 0.263 -0.009
H 0.392 -0.163 -1.888
H -1.514 1.879 1.190
H 0.030 1.181 1.638
H -1.446 0.207 1.787
H -2.826 -0.194 -0.496
H -2.496 1.437 -1.123
H -1.961 0.008 -2.022
*
```

Results of the Mulliken charge analysis, in e, for atoms 1 through 6: -1.242 -1.302 0.233 -0.456 1.300 -0.626

=====

Number 1: energy -58669.164 eV. Number 2: energy -10372.358 eV.